Computed, not measured: 3 unconnected molecules or ions with the total composition C2H9N2O, with ωB97M-V/def2-TZVPD.

Cartesian coordinates (Å):
O  -1.909  1.120  0.986
N  1.531  -2.074  0.400
N  0.712  0.429  0.109
C  -0.758  1.139  -1.722
C  -0.069  0.850  -0.749
H  0.637  -2.528  0.382
H  1.862  -1.805  1.310
H  0.716  0.972  0.957
H  -2.227  1.810  1.470
H  -1.524  0.463  1.565
H  -0.429  1.901  -2.447
H  -1.856  0.713  -1.861
H  1.114  -0.613  -0.153
H  2.201  -2.377  -0.246

LUMO energy: -3.6173 eV
Charge: +1
Spin multiplicity: 1
Orbital gap: 11.20 eV


Computed, not measured: 2 unconnected molecules or ions with the total composition C2H9N2O, with ωB97M-V/def2-TZVPD.

Cartesian coordinates (Å):
O  2.360  1.877  1.623
N  -1.649  -1.491  -1.738
N  0.599  -0.062  0.456
C  -0.767  0.221  -0.291
C  -1.460  -0.893  -0.540
H  -1.099  -1.310  -2.590
H  2.604  1.340  2.373
H  1.312  0.016  -0.178
H  0.752  0.606  1.162
H  -0.874  1.189  -0.761
H  0.493  -1.075  0.908
H  -1.937  -1.478  0.262
H  3.166  2.458  1.587
H  -2.585  -1.849  -1.792

LUMO energy: -4.0610 eV
Charge: +1
Spin multiplicity: 1
Orbital gap: 8.57 eV


Computed, not measured: a molecular structure, C2H9N2O, with ωB97M-V/def2-TZVPD.

Cartesian coordinates (Å):
O  -0.729  -0.374  1.435
N  0.320  -1.471  -0.567
N  -0.531  1.612  -0.365
C  1.005  -0.168  -0.358
C  0.175  0.826  0.422
H  0.883  1.261  1.139
H  -0.194  -1.483  -1.432
H  -1.203  1.227  -1.039
H  -1.024  -1.059  0.734
H  0.736  -2.342  -0.377
H  1.122  0.156  -1.322
H  -1.604  -0.212  1.814
H  -0.823  2.535  -0.200
H  1.868  -0.508  0.116

LUMO energy: -3.7323 eV
Charge: +1
Spin multiplicity: 1
Orbital gap: 10.59 eV


Computed, not measured: a gas-phase ion, C2H9N2O (charge +2), with ωB97M-V/def2-TZVPD.

Cartesian coordinates (Å):
O  0.761  1.631  -0.240
N  0.461  -0.469  0.670
N  -1.381  -1.150  -0.761
C  1.430  0.399  -0.059
C  -1.008  -0.376  0.484
H  -2.392  -1.140  -0.959
H  -1.630  -0.717  1.306
H  0.615  -0.357  1.688
H  -1.066  -2.126  -0.697
H  2.355  0.555  0.485
H  -0.886  -0.804  -1.588
H  -1.166  0.694  0.314
H  1.086  2.288  0.397
H  1.589  0.016  -1.063

LUMO energy (spin up / spin down): -8.0947 / -13.9159 eV
Charge: +2
Spin multiplicity: 2
Expectation value of S²: 0.76
Orbital gap (spin up / spin down): 13.96 / 7.50 eV


Computed, not measured: 2 unconnected molecules or ions with the total composition C2H9N2O, with ωB97M-V/def2-TZVPD.

Cartesian coordinates (Å):
O  -1.955  -0.513  -1.594
N  0.588  -1.387  -0.640
N  0.123  0.497  0.516
C  0.747  1.532  1.383
C  0.676  -0.723  0.489
H  1.526  1.010  1.940
H  -2.011  -0.186  -2.507
H  -0.758  0.766  0.049
H  -2.756  -1.048  -1.537
H  -0.044  1.843  2.081
H  1.423  -0.984  1.238
H  1.267  2.372  0.904
H  1.405  -1.868  -1.043
H  -0.231  -1.310  -1.277

LUMO energy (spin up / spin down): -10.9925 / -14.4989 eV
Charge: +2
Spin multiplicity: 2
Expectation value of S²: 0.79
Orbital gap (spin up / spin down): 9.86 / 6.35 eV


Computed, not measured: 2 unconnected molecules or ions with the total composition C2H9N2O2, with ωB97M-V/def2-TZVPD.

Cartesian coordinates (Å):
O  1.327  -1.171  -0.893
O  -2.078  1.928  0.080
N  0.950  -1.127  1.625
N  -0.060  0.578  -1.410
C  0.525  -0.305  -0.599
C  -0.070  -0.378  0.821
H  -0.913  -1.065  0.763
H  -2.406  2.835  0.082
H  1.570  -0.565  2.207
H  0.181  0.624  -2.390
H  -0.440  1.451  -1.070
H  -2.815  1.372  -0.190
H  -0.372  0.562  1.265
H  1.472  -1.736  0.971
H  0.460  -1.702  2.314

LUMO energy: -3.5363 eV
Charge: +1
Spin multiplicity: 1
Orbital gap: 11.12 eV


Taking the records one at a time from the top gives largest force on an atom values of 0.12782, 0.13049, 0.09386, 0.05936, 0.04194, 0.02762 Eh/bohr.
Taking the records one at a time from the top gives ΔE to the lowest compared entry with this formula, charge and spin values of 333.5, 374.7, 291.4, 204.7, 203.4, 59.7 kJ/mol.